(1)
2 unconnected molecules or ions with the total composition CH2N2O3Si. Source: OMol25; level of theory: the ωB97M-V functional and the def2-TZVPD basis.

Structure (XYZ):
```
9
Properties=species:S:1:pos:R:3:forces:R:3:nbo_charge:R:1
O -1.46118 -1.37846 0.56883 0.5 -1.3 -0.8 -1.078
H -1.74576 -0.90782 1.34532 -0.2 0.5 0.6 0.546
N 3.64271 0.34066 -0.15517 4.2 1.2 0.1 -0.528
N -0.74330 1.05166 -0.02591 -0.3 0.7 2.2 0.161
C 2.56485 0.02442 -0.18858 -6.6 -1.8 -0.1 -0.114
O -0.39853 1.96742 -0.70616 -0.4 0.7 0.2 -0.246
O -1.19012 1.04506 1.16984 0.8 1.3 -2.3 -0.404
H -0.21045 -1.50108 -1.59098 -0.1 0.7 0.0 -0.119
Si -0.45821 -0.64186 -0.41719 2.2 -1.9 0.0 1.782
```
Positions in Å, forces in eV/Å.

The energy above the lowest of the compared OMol25 structures with the same formula, charge and spin comes out at 432.2 kJ/mol. The calculated total energy is -663.8340 Ha.

---

(2)
2 unconnected molecules or ions with the total composition CH2N2OS. Source: OMol25; level of theory: the ωB97M-V functional and the def2-TZVPD basis.

Structure (XYZ):
```
7
Properties=species:S:1:pos:R:3:forces:R:3:nbo_charge:R:1
S -2.12027 0.46288 0.14839 -0.7 0.2 -0.1 0.402
N 1.60070 0.83428 1.18924 3.2 2.5 3.6 -0.766
N -3.50274 1.00058 -0.32931 0.2 0.6 -1.7 -0.743
H 2.32686 1.54209 1.54949 -1.9 -1.8 -1.0 0.438
H -3.44919 1.37593 -1.35138 0.0 -0.7 1.9 0.343
O 0.59332 0.33967 -0.85496 0.9 0.4 -0.1 -0.513
C 1.18472 0.67455 0.09752 -1.8 -1.1 -2.5 0.840
```
Positions in Å, forces in eV/Å.

The energy above the lowest of the compared OMol25 structures with the same formula, charge and spin comes out at 35.7 kJ/mol. The calculated total energy is -622.1641 Ha.

---

(3)
2 unconnected molecules or ions with the total composition CH2N2OS. Source: OMol25; level of theory: the ωB97M-V functional and the def2-TZVPD basis.

Structure (XYZ):
```
7
Properties=species:S:1:pos:R:3:forces:R:3:nbo_charge:R:1
S -1.81944 -0.25274 -0.64397 -0.6 0.2 0.9 0.075
O -1.51972 -4.08293 -0.50056 1.5 -1.2 -3.5 -0.327
N -2.50413 -3.36119 1.38567 -0.9 0.4 0.7 -0.110
C -0.67188 -0.70999 0.40106 0.2 0.4 -2.8 -0.501
N -2.07831 -3.71302 0.42165 -0.6 0.8 2.9 0.438
H 0.14096 -1.03623 -0.27297 0.5 -0.3 1.7 0.214
H -0.64022 -0.59048 1.47315 0.0 -0.2 0.1 0.211
```
Positions in Å, forces in eV/Å.

The energy above the lowest of the compared OMol25 structures with the same formula, charge and spin comes out at 131.6 kJ/mol. The calculated total energy is -622.1275 Ha.

---

(4)
2 unconnected molecules or ions with the total composition CH2N2OS2. Source: OMol25; level of theory: the ωB97M-V functional and the def2-TZVPD basis.

Structure (XYZ):
```
8
Properties=species:S:1:pos:R:3:forces:R:3:nbo_charge:R:1
H 1.11109 -0.26008 0.96705 0.1 -0.6 0.8 0.236
S -2.49746 0.27897 -0.05464 1.3 -1.5 -1.3 -0.274
C 1.26235 0.16934 0.01300 1.2 -2.4 0.2 -0.487
H 1.88117 -0.32181 -0.71971 0.0 0.5 -0.2 0.241
N 0.14983 2.25282 -0.09819 0.1 1.0 0.1 0.011
N 0.78055 1.32665 -0.06586 -1.4 1.4 -0.8 0.066
O -1.27450 -2.17235 0.55815 0.4 0.0 -1.2 -0.833
S -1.41304 -1.27354 -0.59979 -1.6 1.5 2.6 1.039
```
Positions in Å, forces in eV/Å.

The energy above the lowest of the compared OMol25 structures with the same formula, charge and spin comes out at 172.9 kJ/mol. The calculated total energy is -1020.3264 Ha.

---

(5)
2 unconnected molecules or ions with the total composition CH2N2OS2. Source: OMol25; level of theory: the ωB97M-V functional and the def2-TZVPD basis.

Structure (XYZ):
```
8
Properties=species:S:1:pos:R:3:forces:R:3:nbo_charge:R:1
S 0.59340 -2.05564 -0.38277 1.2 0.2 -0.7 1.080
H -0.11872 0.84155 -0.97909 -0.2 0.1 -0.2 0.230
C -0.28794 0.94084 0.07653 2.2 -0.7 -0.9 -0.509
N -2.38121 1.80473 0.82947 0.2 0.0 -0.1 -0.011
N -1.37995 1.42769 0.47008 -2.2 0.7 0.8 0.070
O 1.12764 -2.08555 0.96449 -0.3 -0.1 0.1 -0.826
S 1.90921 -1.74819 -1.73833 -1.0 -0.2 0.6 -0.271
H 0.53758 0.87457 0.75963 0.0 0.0 0.3 0.238
```
Positions in Å, forces in eV/Å.

The energy above the lowest of the compared OMol25 structures with the same formula, charge and spin comes out at 151.2 kJ/mol. The calculated total energy is -1020.3347 Ha.

---

(6)
2 unconnected molecules or ions with the total composition CH2N2OS2. Source: OMol25; level of theory: the ωB97M-V functional and the def2-TZVPD basis.

Structure (XYZ):
```
8
Properties=species:S:1:pos:R:3:forces:R:3:mulliken_spin:R:1
O -0.96185 -0.77132 -1.43533 1.0 -1.4 -1.0 0.010
S 1.84850 -0.17921 -0.12646 1.6 -1.2 -9.2 0.518
N 0.82219 0.30910 0.95328 -0.2 -0.3 4.4 0.577
C -1.39320 0.10411 -0.83439 -1.0 0.4 0.2 -0.015
S 2.12314 -0.47192 1.84828 -1.6 0.7 4.6 0.901
N -2.03186 0.98461 -0.31629 0.1 1.0 1.1 0.001
H -1.63563 1.35258 0.54970 -0.3 0.1 -0.3 0.003
H 1.22871 -1.32796 -0.63879 0.4 0.9 0.2 0.004
```
Positions in Å, forces in eV/Å.

Its spin multiplicity is 3. The energy above the lowest of the compared OMol25 structures with the same formula, charge and spin comes out at 156.9 kJ/mol. The calculated total energy is -1020.2623 Ha.

---

(7)
2 unconnected molecules or ions with the total composition CH2N2S2. Source: OMol25; level of theory: the ωB97M-V functional and the def2-TZVPD basis.

Structure (XYZ):
```
7
Properties=species:S:1:pos:R:3:forces:R:3:nbo_charge:R:1
C 2.15835 0.96048 -0.24928 1.1 0.0 0.6 0.360
S -1.21283 1.22469 0.05372 0.0 -0.3 -0.1 -0.102
H -1.65609 0.08767 -0.52998 0.1 0.3 0.1 0.092
N 2.86817 1.87875 -0.15266 0.1 0.6 0.1 -0.294
N 1.43524 -0.05369 -0.49004 -1.8 -2.1 -0.6 -0.593
H 0.57117 -2.19360 -0.85632 1.2 1.1 1.4 0.140
S 1.44558 -1.59210 0.13286 -0.7 0.5 -1.4 0.397
```
Positions in Å, forces in eV/Å.

The energy above the lowest of the compared OMol25 structures with the same formula, charge and spin comes out at 306.7 kJ/mol. The calculated total energy is -945.0468 Ha.

---

(8)
2 unconnected molecules or ions with the total composition CH2N3O. Source: OMol25; level of theory: the ωB97M-V functional and the def2-TZVPD basis.

Structure (XYZ):
```
7
Properties=species:S:1:pos:R:3:forces:R:3:nbo_charge:R:1
C 1.39360 -0.13675 -0.09788 -1.2 -1.3 0.6 0.401
N 2.21559 0.66181 -0.14316 2.5 2.5 -0.7 -0.656
N -1.31335 0.43163 0.57245 -0.6 -0.1 0.0 -0.018
N 0.48637 -0.96174 0.26294 -1.2 -1.3 0.0 -0.901
H -0.00476 -1.43136 -0.49938 0.2 0.3 0.2 0.341
O -1.97643 0.14144 -0.40875 -0.7 -0.2 -0.2 -0.424
H -0.80103 1.29498 0.31377 0.9 0.0 0.1 0.257
```
Positions in Å, forces in eV/Å.

As for the total charge: -1. The energy above the lowest of the compared OMol25 structures with the same formula, charge and spin comes out at 95.0 kJ/mol. The calculated total energy is -278.7355 Ha.

---

(9)
A gas-phase ion, CH2N3O2S2 (charge +1). Source: OMol25; level of theory: the ωB97M-V functional and the def2-TZVPD basis.

Structure (XYZ):
```
10
Properties=species:S:1:pos:R:3:forces:R:3:nbo_charge:R:1
N 1.80976 -1.14173 0.03982 -1.0 -0.5 0.4 -0.903
H -1.41592 -1.37914 -0.82026 -1.5 -0.3 0.0 0.470
O 4.04960 -0.99616 1.03011 0.8 -0.1 1.9 -0.795
H 0.76111 1.30273 1.08685 1.0 1.1 -1.9 0.469
N -0.45675 -1.22534 -0.82544 3.6 0.4 0.6 -0.591
C 0.65640 -1.21743 -0.41428 -1.2 -0.1 -0.6 0.754
S 3.38466 -1.00712 -0.19408 -1.1 -1.1 -1.9 1.814
O 3.23773 0.78720 -0.54144 1.2 1.8 -0.6 -0.932
N 1.28642 1.99708 0.45158 -0.1 -0.1 2.3 -0.893
S 2.64287 2.10496 -0.11111 -1.7 -1.1 -0.3 1.609
```
Positions in Å, forces in eV/Å.

As for the total charge: +1. The energy above the lowest of the compared OMol25 structures with the same formula, charge and spin comes out at 134.1 kJ/mol. The calculated total energy is -1150.0261 Ha.

---

(10)
2 unconnected molecules or ions with the total composition CH2N3O3. Source: OMol25; level of theory: the ωB97M-V functional and the def2-TZVPD basis.

Structure (XYZ):
```
9
Properties=species:S:1:pos:R:3:forces:R:3:nbo_charge:R:1
H 1.50852 0.46854 0.83791 1.9 -0.1 -0.6 0.115
N 1.21303 -1.72495 0.05206 -1.4 0.1 0.9 -0.187
N -1.62683 -0.87861 -0.01189 -1.4 0.8 0.5 -0.550
N -0.52529 -0.37296 -0.29992 1.7 -3.6 1.5 0.271
H -2.44352 -0.36742 -0.45976 1.0 -0.3 -0.3 0.250
O 2.20973 -0.94935 -0.37268 0.9 -1.1 -1.8 -0.395
O 3.43631 0.91408 -0.09663 -2.3 -1.9 0.9 -0.630
O -0.16539 0.36119 -1.17191 -0.4 2.6 -1.8 -0.517
C 2.45740 0.20393 0.18925 -0.1 3.5 0.8 0.642
```
Positions in Å, forces in eV/Å.

As for the total charge: -1. The energy above the lowest of the compared OMol25 structures with the same formula, charge and spin comes out at 624.4 kJ/mol. The calculated total energy is -429.0953 Ha.